ORCA calculation (wB97M-V/def2-TZVPD) on 2 unconnected molecules or ions with the total composition C48H43F3N3O.

Relative energy (zero: lowest compared OMol25 entry of this formula, charge and spin) ... 81.2 kJ/mol
E_LUMO ... -5.80 eV
Calculated total energy ... -2393.67790 hartree
HOMO-LUMO gap ... 2.5 eV

Structure (ORCA input):
```
! wB97M-V def2-TZVPD RIJCOSX def2/J DEFGRID3
* xyz 1 1
H -4.9257 5.1659 -5.8825
C -0.7202 -1.9793 -0.0907
C -2.6760 -0.9051 6.1477
C -0.4123 -0.2265 5.5172
C -0.6255 3.7039 -3.0529
C -2.4915 4.0543 -4.6866
N -0.2224 -0.6754 -2.0686
H 0.9097 2.0715 -1.3525
F 3.6731 2.7140 7.2809
F 5.7017 -0.9720 5.0972
H -0.9873 -3.1099 1.7263
C -0.2608 -2.6146 1.0744
H 4.4836 1.6825 1.0358
H -2.6295 -0.7284 -5.2680
H -4.7969 4.0069 -7.2032
F -2.6453 2.6852 5.4903
H 0.3557 3.3123 -3.3552
H -2.7774 -2.3850 0.3606
H -0.1512 1.9428 5.3131
C 1.1040 -2.7595 1.3376
H -0.5403 -3.5626 -2.3554
H 0.9514 -1.6201 4.5679
H 2.0869 -4.5370 2.1128
C 4.5652 -0.2728 5.4387
H 5.6772 1.4762 6.0822
C -2.0232 1.8051 -3.9364
C 0.2079 -3.5412 -3.1562
C 1.8398 -4.6424 -4.5645
H 3.2548 -1.8793 4.8377
H -3.5390 5.2241 -6.9656
C -3.0679 1.3213 -4.7422
C -1.7088 1.1873 1.6822
H -4.3431 -0.2706 -5.3363
C 3.3373 -0.8751 5.2408
C -4.2216 4.5447 -6.4462
C -1.4199 1.1915 -0.8537
C -0.7985 1.1149 0.5202
H -0.9765 -2.2319 6.1338
C -3.4889 3.5921 -5.5460
C 2.2756 1.0265 6.3414
C 1.2584 1.0112 1.8976
H -2.4047 -2.4740 -1.3672
O -2.5197 1.7754 -1.0142
C -2.2067 1.3848 5.6424
H 3.1162 0.8440 2.9484
N -1.1804 0.8235 -3.3208
H 2.8678 -1.8345 -2.4774
H -2.2745 5.1230 -4.6317
C -3.7900 2.2251 -5.5303
C 2.1339 -0.1525 5.5442
C 3.5378 1.5735 6.5194
N -0.6593 -0.1444 -4.1772
C -0.8307 0.5548 -2.0472
C -2.1774 -1.9301 -0.4365
C -1.7387 3.1810 -3.8922
C 4.7079 0.9926 6.0133
H -2.7466 1.2038 1.3147
C 2.0250 -2.1899 0.4476
C 1.5896 -3.6106 2.4902
H 3.0964 -2.3271 0.6039
H -1.5716 0.3447 2.3877
C 0.5971 1.2984 0.6594
C -0.8482 1.1293 5.4934
C 2.5974 -1.0667 -1.7326
H -1.5155 2.1273 2.2349
C 1.5953 -1.5717 -0.7386
H 2.4447 -5.5254 -4.7840
H -4.2239 0.6390 5.9290
H 0.6356 0.7040 2.7464
H -3.5654 -0.5383 -3.7646
H -3.3817 -1.6798 6.4671
H -4.6126 1.8477 -6.1512
C 0.4311 -2.3312 -3.8590
C 0.8872 -0.6505 5.0854
H -2.5372 -0.9010 -0.5601
C -3.4096 -0.1335 -4.7755
C 2.7703 1.9620 -0.2617
C 1.1935 -2.3559 -5.0545
C 0.2279 -1.4298 -0.9459
H -0.5858 4.7965 -3.1481
C -1.3448 -1.2150 5.9517
C 3.4024 1.5870 0.9329
H 2.3564 -3.0894 3.1154
H 2.5853 -3.4955 -6.2470
H 3.5106 -0.7501 -1.2103
H 1.3911 1.4866 6.7768
H 0.8137 -5.5876 -2.8833
H 3.3478 2.4085 -1.0767
C 2.6333 1.1111 2.0040
C 1.9340 -3.4976 -5.3696
C -3.1556 0.3938 5.9020
H -0.7904 3.4617 -1.9919
H 1.2168 -1.4619 -5.6795
C 1.3994 1.7767 -0.4153
C -0.1211 -1.0539 -3.4103
H 2.2138 -0.2004 -2.2861
H 0.7521 -3.9234 3.1383
C 0.9481 -4.6798 -3.4817
*
```


ORCA calculation (wB97M-V/def2-TZVPD) on a molecular structure, C48H43N2P2RhSSi.

Relative energy (zero: lowest compared OMol25 entry of this formula, charge and spin) ... 181.9 kJ/mol
E_LUMO (alpha / beta) ... -0.89 / -0.95 eV
Calculated total energy ... -3445.42433 hartree
HOMO-LUMO gap (alpha / beta) ... 5.3 / 5.2 eV

Structure (ORCA input):
```
! wB97M-V def2-TZVPD RIJCOSX def2/J DEFGRID3
* xyz 0 1
H -2.3798 6.2487 1.2163
C 5.6772 0.1065 -0.6694
C -1.2263 3.0997 0.8808
H -5.6635 0.3526 -3.0250
C 3.5299 -1.9934 2.4366
H -3.5361 -1.9012 0.3765
H 0.2348 2.7707 -2.0671
C -1.1315 -4.2293 2.4035
C 5.4696 1.4420 -0.9757
H -4.9920 -3.2659 1.8072
C 0.6403 1.2990 3.6102
C 4.2069 1.9918 -0.8316
H -2.4081 0.2707 4.0227
C -3.9959 -1.4660 1.2528
C -2.3066 0.1655 -3.3780
H -2.0012 1.1061 6.3214
H 6.6596 -0.3286 -0.7844
H -0.2892 2.5483 0.8342
H -4.9989 0.5330 -0.6556
H 0.2227 2.1130 6.8551
C 3.1593 1.2069 -0.3940
H 4.7375 -2.5603 4.1091
C -3.6049 4.4923 1.0506
C -0.5926 -2.9211 2.4278
C -4.8179 -2.2277 2.0510
C -3.6245 3.1175 0.9036
C 0.9120 -1.2074 -2.1765
H -4.1604 1.4753 2.9276
C -1.5496 -3.0777 -1.0491
C -2.8973 0.4013 -1.0776
C -5.4044 -1.6657 3.1784
C -1.2303 1.1779 5.5729
C -1.2829 -3.2619 0.3952
C -3.6450 0.1866 -3.7323
H 0.5892 -2.9840 4.1814
H -0.7634 -1.8527 4.2557
C -2.3999 5.1752 1.0988
C 0.5742 1.8344 -2.4998
C -1.4619 0.7170 4.2907
C 4.0521 -2.8941 3.3410
H 2.1769 1.6406 -0.2760
N -0.5658 0.7982 3.3202
H -6.0235 -2.2675 3.8280
C 3.3595 -0.1307 -0.0778
H 6.2855 2.0514 -1.3324
H 0.6710 -1.4449 3.2948
C -4.6173 0.3295 -2.7526
P 1.9313 -1.1756 0.3534
Si -0.0696 0.3028 -1.4849
N -0.7076 -2.3496 1.2112
C 1.7319 -1.9123 -1.2872
C 2.4321 -3.3910 -3.0420
C 0.9704 1.7779 4.8802
H -0.2607 4.9902 1.0213
H 3.7864 -0.9430 2.4969
H -1.1782 -4.8928 3.2437
H 1.6561 1.8497 -2.5650
H -4.5394 5.0308 1.1203
C -4.2449 0.4392 -1.4261
C -2.4310 2.4024 0.8433
P -2.3550 0.5973 0.6450
H -3.9303 0.0807 -4.7701
C 0.0125 1.7301 5.8675
H -2.0148 -5.3276 0.7053
H 0.2655 -1.0816 -4.2080
C 0.8708 -1.6226 -3.4975
C 1.6200 -2.7029 -3.9321
H 3.1514 -3.5070 -1.0309
C 2.2519 -3.7605 1.4135
C 4.6314 -0.6785 -0.2251
C -1.2077 4.4729 1.0006
C -5.1759 -0.3299 3.4755
H 1.5753 -3.0046 -4.9676
H -2.4478 -3.6262 -1.3254
H 2.4919 -5.7008 2.2812
H -4.5676 2.5967 0.8494
H -1.6747 -2.0284 -1.3000
H 3.0309 -4.2227 -3.3865
C 2.5001 -2.9880 -1.7219
H 4.1299 -4.9514 3.9532
H 0.1760 1.7805 -3.5079
C 0.0145 -2.2600 3.6048
H 1.5281 -4.0847 0.6811
Rh -0.0926 -0.0449 0.9060
H 4.0309 3.0321 -1.0641
H 1.9660 2.1553 5.0572
C -1.9094 0.2751 -2.0554
C 2.6693 -2.4274 1.4219
H -0.7218 -3.4655 -1.6472
H 4.7996 -1.7197 0.0082
C -3.7417 -0.1209 1.5530
C -4.3416 0.4372 2.6841
C -1.5621 -4.4462 1.1164
C 3.7017 -4.2367 3.2659
H -5.6386 0.1187 4.3429
S 1.7562 1.3003 2.3005
C 2.7823 -4.6597 2.3169
H -1.5580 0.0586 -4.1481
*
```


ORCA calculation (wB97M-V/def2-TZVPD) on a molecular structure, C48H44BiCl3F4N12O2S.

E_LUMO ... -6.65 eV
Calculated total energy ... -5055.33450 hartree
HOMO-LUMO gap ... 6.4 eV

Structure (ORCA input):
```
! wB97M-V def2-TZVPD RIJCOSX def2/J DEFGRID3
* xyz 2 1
S -5.7828 -1.2948 -2.2176
H -0.8622 0.6755 3.0825
H -1.2570 1.7995 4.3911
H -2.9100 -1.3607 -2.3168
Cl 2.4271 -3.4998 5.0303
H -1.7314 5.1064 -0.7239
C 0.9149 1.2109 -2.8937
H -4.8469 -4.7088 -1.3827
H -2.7395 -3.0411 -5.3789
H 3.3906 -5.8455 0.7556
C -1.3145 4.9221 0.2634
H 3.7155 8.3907 0.5330
N 2.9403 1.3591 0.1860
Cl -5.4146 -0.1897 0.5046
C -1.6788 -3.2168 -0.4036
O -3.2875 -2.7655 1.4311
C -2.4419 2.1509 2.5719
H -1.2506 -4.3979 -3.8589
N 0.4343 1.4735 -4.1224
C -1.0025 4.1245 3.0808
H -0.6881 -3.6786 -0.5171
C 4.0819 -2.5849 -0.0299
H 1.2477 0.2345 -2.5683
H -2.7242 5.5381 3.2295
H 0.1417 -1.7227 4.7224
C -5.0854 -3.6433 -1.4218
H 3.8009 1.8354 -1.7436
H -4.6885 -4.3350 1.2750
C -0.2288 -0.7929 -4.9155
C -5.4324 -2.9443 -2.5553
N 5.0537 0.7411 -0.4302
C 0.1231 0.6336 -5.2894
H -2.3990 0.4845 3.9510
C -2.2978 -0.9592 -1.5191
H 3.0632 0.4426 2.1442
H 5.5891 -0.7412 2.4010
H 1.7097 -1.2513 -3.9303
C 2.2248 5.3170 0.7695
F -0.0911 6.9965 -1.4842
C 3.9440 1.3667 -0.7750
C 3.0133 7.5768 0.3981
C 0.9585 -4.5585 3.0532
C 3.5470 -3.8795 -0.1110
N -1.5666 3.2074 2.0484
C -2.2403 3.9117 0.9497
H -0.3749 3.5635 3.7551
H -2.5568 3.1550 0.2361
H 1.6769 -5.3717 3.0371
N 1.9675 -5.2340 -1.5202
C -0.0769 -4.5753 2.0963
H 5.0861 -5.3499 2.5600
F 2.4151 4.0979 1.3885
C 1.0997 -3.5045 3.9738
C 4.9148 -2.2810 1.0818
C -1.4289 -1.3246 -5.3958
C 4.7799 -4.5669 1.8630
C -4.6229 -3.2484 1.1315
H -2.0760 -0.6915 -6.0223
H -2.6310 1.1973 -1.5950
C -0.9790 -3.3904 -4.1837
H 6.5185 -0.7965 0.8842
H -2.7940 1.5790 1.6941
C 5.5208 -0.9061 1.3238
C -0.8193 -0.8402 0.1450
H -5.2696 -2.7528 1.8694
H 1.0053 0.6602 -5.9302
N 0.1528 2.8473 -4.2239
H 3.7582 -1.8023 -0.7341
H -3.1501 4.4071 1.2854
N 4.7205 0.2202 0.7895
C 1.0039 5.4675 0.0779
C 2.5809 -4.1227 -1.2116
H -1.8313 -1.8667 3.1579
H -5.5084 -3.3904 -3.5428
N 0.0680 4.4700 0.1335
C 5.3057 -3.2867 1.9782
C -1.0543 -3.5676 2.0752
H 6.0546 -3.0516 2.7407
H -2.5055 -4.6146 0.9492
H 0.3608 4.3284 -2.7667
C -1.7998 -2.6342 -5.0175
O 2.0899 -3.0433 -1.9902
H -0.3106 4.7905 2.5561
C 1.1053 -3.6363 -2.8242
H -1.5092 5.6375 4.5339
C -0.9964 -2.5577 3.0741
F 4.2731 5.9940 1.6552
C -2.0451 4.9385 3.8655
C 0.9044 6.7365 -0.6078
H -2.3050 -3.6652 -1.1929
H -0.0781 -1.1678 0.8550
N 1.0639 -4.9335 -2.5798
H -1.3848 5.8704 0.8245
Cl 0.0475 -5.9432 1.0294
N 0.9374 2.3259 -2.1463
C -2.1263 0.3468 -1.1807
C -5.4480 -1.4966 -0.5345
C -1.6930 1.2219 3.5522
H -3.3308 2.5526 3.0785
C -5.1073 -2.8216 -0.2231
C -2.1779 -3.5843 1.0139
N -1.1424 0.4253 -0.1117
C 1.8881 7.7098 -0.3970
C 3.8912 -4.8685 0.8220
C 0.1106 -2.4950 3.9563
C 0.4328 3.2912 -3.0300
H -0.6520 1.2210 -5.8122
C 0.2660 -2.8724 -3.7449
H -2.6937 4.2835 4.4536
C 3.1756 6.3005 0.9261
C 0.6777 -1.6018 -4.1577
N -1.5369 -1.7217 -0.6390
C 3.5131 0.6709 1.1690
Bi 0.5579 2.2242 0.4715
F 1.7324 8.9580 -0.9308
*
```


ORCA calculation (wB97M-V/def2-TZVPD) on 8 unconnected molecules or ions with the total composition C48H44BrNO18P.

E_LUMO ... -0.13 eV
Calculated total energy ... -6179.72065 hartree
HOMO-LUMO gap ... 5.0 eV

Structure (ORCA input):
```
! wB97M-V def2-TZVPD RIJCOSX def2/J DEFGRID3
* xyz -1 1
H -5.2069 -2.8027 1.6361
O 3.0886 3.1666 -0.5934
H 3.9427 3.2657 1.3102
C 3.1647 3.0803 -1.7975
H 1.1300 0.3198 -0.2207
O -2.4761 -1.3659 -2.4378
C -4.3159 -2.8104 2.2499
C 1.9894 2.7238 -2.6390
O 3.4759 -3.2365 -3.2162
C 5.5773 3.6295 5.0205
O 3.2250 0.8677 1.8915
N 1.1436 -1.9942 -0.1705
H 1.6906 -4.9010 -1.4050
C 6.2301 4.3226 6.1636
O -4.2238 -0.6302 -9.2446
C -5.5291 -0.5805 -7.2855
C -4.9023 3.8344 2.9748
H 3.5281 -2.9074 -5.7714
C 2.0887 2.6493 -3.9653
C 1.4291 1.7106 3.1868
H -4.3418 -0.8138 4.9655
H 5.6306 1.8219 3.7758
C 3.0720 3.2038 1.9507
O 0.0166 -0.1643 -5.7794
Br -3.2187 0.4307 -0.4630
H -6.4034 -0.8466 -7.8662
C 4.5508 3.2601 -3.8197
C 7.2687 3.7819 6.7921
C -3.2197 2.8571 4.4706
C -4.2534 -0.4454 -8.0452
C -3.4715 3.9377 5.4613
C 7.8189 2.4622 6.3803
H -1.2804 -2.8730 -0.8680
C 2.6276 1.8352 2.3128
H 1.8953 -1.4563 -6.9837
C 1.2544 4.1601 3.2754
O -1.0774 -1.7281 0.7802
H -4.4756 -0.7045 2.3267
H 1.2460 2.3941 -4.5968
C -3.0813 0.1175 -5.9686
H 1.1067 0.7043 3.4166
C 7.1650 1.7703 5.2396
H 2.7683 5.2835 2.1691
C 4.4542 3.3396 -2.4974
H -0.4693 -9.2418 -0.0648
O -3.2109 -3.2011 1.4690
C 0.7279 -1.0397 -3.7042
C -4.8593 -1.4583 4.2846
O -5.9815 5.7791 3.7602
C -1.8545 -2.1451 -0.2909
C 1.5930 -1.8137 -3.0536
P 0.1329 -0.5802 0.3164
C 2.7363 -2.3694 -5.2652
C -0.3769 -7.1567 0.3034
C 6.1258 2.3086 4.6084
H 0.9840 -2.7329 0.5026
O 0.6708 5.1474 3.6807
H -5.4835 3.8755 2.0625
H -3.7922 2.0898 2.4992
H -5.8557 -1.0568 4.1853
C -4.1247 -1.5018 2.9578
C 3.3745 2.9095 -4.6591
H -3.2356 -3.7274 -0.4605
O -2.3987 1.9896 4.6765
H 5.4765 3.4450 -4.3503
H -0.6861 0.5430 0.6886
O 8.7663 1.9734 6.9584
H 7.7627 4.2647 7.6257
C -4.0038 2.8819 3.2065
H 5.8097 5.2801 6.4438
H 2.1048 -1.6960 -0.0418
H -2.8494 -0.5771 -2.8639
H -4.0077 -2.1976 -0.1631
C 0.7929 2.7959 3.6252
C 1.8678 -1.5987 -5.9104
O 1.2879 -9.3230 -1.9611
C -5.1598 4.9096 3.9653
H -3.0686 -1.4032 3.1137
H 5.2954 3.5949 -1.8653
C 2.4472 4.2780 2.4085
C -4.3709 4.8871 5.2266
O 3.4726 2.8411 -5.8671
O -4.3656 0.1853 -4.0256
H 1.5413 -1.9439 -1.9735
H -4.5744 5.6848 5.9297
H -0.0619 -0.5090 -3.1849
C 1.5988 -6.9916 -1.7756
H -1.1135 -7.1224 1.0964
H 7.5826 0.8117 4.9600
H -4.4434 -3.5935 2.9787
H -2.8836 3.9002 6.3696
H -0.0925 2.7397 4.2461
C 2.6656 -2.5322 -3.7847
H 1.0616 2.5327 -2.1112
C -0.0338 -8.2825 -0.3150
C -5.5756 -0.3814 -5.9716
H -2.2047 0.3735 -5.3881
C 0.7996 -0.8726 -5.1735
C 1.2599 -5.8640 -1.1572
C -3.0332 -0.0792 -7.2819
C -4.3488 -0.0176 -5.2167
O -0.7102 -0.5564 -1.3041
C 0.2451 -5.8555 -0.0707
C -3.1641 -2.8145 0.1112
H -4.9127 -2.4313 4.7454
H 2.3311 -7.0178 -2.5725
H -2.1143 0.0132 -7.8466
C 0.9815 -8.2886 -1.4031
C -1.9313 -0.9891 -1.2188
H -6.4875 -0.4701 -5.3948
O -0.0620 -4.8246 0.4797
H 0.6729 -0.5624 1.6493
O 4.6317 4.1160 4.4413
*
```